# 1
Entry from the Open Molecules 2025 dataset: a 10-piece molecular cluster, C90H190N10O10 overall (ωB97M-V/def2-TZVPD).

Last column: Löwdin charge in e.
CARTESIAN COORDINATES (ANGSTROEM)
C 4.314 7.773 -2.917  -0.07
C 5.239 8.880 -3.106  -0.51
C 6.688 8.335 -2.777  -0.10
C 7.922 9.176 -3.375  -0.15
C 7.633 9.163 -4.845  -0.18
C 6.359 9.896 -5.176  -0.49
N 5.195 9.340 -4.520  -0.12
O 3.981 9.910 -4.873  0.00
C 6.566 11.466 -4.820  -0.01
C 6.085 9.806 -6.678  -0.05
C 4.935 9.965 -2.044  -0.03
H 3.332 8.126 -3.232  0.09
H 4.094 7.653 -1.857  0.09
H 4.556 6.801 -3.346  0.09
H 6.832 8.223 -1.703  0.11
H 6.685 7.313 -3.158  0.10
H 8.817 8.602 -3.137  0.11
H 7.952 10.205 -3.015  0.10
H 7.406 8.123 -5.078  0.12
H 8.596 9.451 -5.267  0.13
H 7.501 11.817 -5.256  0.08
H 5.753 12.084 -5.201  0.07
H 6.658 11.686 -3.757  0.06
H 5.195 10.387 -6.921  0.07
H 6.910 10.210 -7.265  0.09
H 5.802 8.846 -7.109  0.08
H 5.850 10.347 -1.593  0.07
H 4.276 9.764 -1.199  0.08
H 4.497 10.801 -2.590  0.07
H 3.487 9.159 -5.210  0.11
C 7.438 1.532 5.954  -0.04
C 7.677 3.089 6.100  -0.48
C 6.735 3.578 4.940  -0.18
C 6.489 5.063 4.929  -0.18
C 5.943 5.537 6.334  -0.16
C 6.817 5.161 7.544  -0.39
N 7.169 3.646 7.363  -0.13
O 7.795 3.164 8.482  -0.01
C 8.056 6.189 7.578  -0.01
C 5.849 5.361 8.810  -0.03
C 9.114 3.404 5.732  -0.03
H 8.154 1.033 6.607  0.08
H 7.344 1.206 4.918  0.08
H 6.435 1.230 6.254  0.07
H 7.069 3.144 3.997  0.12
H 5.731 3.254 5.211  0.12
H 5.729 5.161 4.154  0.11
H 7.422 5.566 4.677  0.10
H 4.889 5.290 6.457  0.11
H 5.872 6.622 6.263  0.11
H 7.917 6.865 8.422  0.06
H 8.916 5.659 7.989  0.07
H 8.014 6.742 6.640  0.07
H 5.181 6.190 8.578  0.07
H 5.183 4.498 8.843  0.07
H 6.343 5.454 9.777  0.07
H 9.185 4.150 4.940  0.08
H 9.624 2.547 5.290  0.08
H 9.677 3.682 6.622  0.08
H 7.056 2.757 8.939  0.10
C -9.074 -5.347 -0.831  -0.03
C -10.334 -5.605 0.090  -0.45
C -11.518 -6.317 -0.759  -0.13
C -12.671 -6.814 0.110  -0.19
C -12.030 -7.749 1.121  -0.12
C -10.776 -7.313 2.043  -0.46
N -9.862 -6.469 1.191  -0.19
O -8.862 -5.904 1.882  0.00
C -11.285 -6.562 3.221  -0.04
C -9.900 -8.541 2.444  -0.03
C -10.864 -4.252 0.510  -0.06
H -8.635 -6.287 -1.167  0.08
H -8.384 -4.571 -0.498  0.08
H -9.418 -4.962 -1.791  0.07
H -11.961 -5.610 -1.460  0.11
H -11.191 -7.197 -1.313  0.11
H -13.381 -7.264 -0.584  0.12
H -13.108 -5.970 0.644  0.11
H -11.715 -8.733 0.774  0.11
H -12.888 -7.913 1.774  0.10
H -11.441 -5.575 2.786  0.08
H -12.177 -7.003 3.667  0.09
H -10.574 -6.460 4.040  0.08
H -9.052 -8.291 3.081  0.08
H -10.549 -9.285 2.905  0.08
H -9.537 -9.057 1.555  0.08
H -11.732 -4.162 1.163  0.07
H -11.032 -3.673 -0.398  0.09
H -10.094 -3.755 1.101  0.08
H -8.144 -6.451 1.554  0.11
C 0.880 -9.033 0.732  -0.03
C -0.130 -10.208 0.740  -0.46
C -0.123 -10.892 2.143  -0.16
C -0.836 -10.087 3.188  -0.19
C -2.339 -9.901 2.702  -0.10
C -2.490 -9.280 1.235  -0.47
N -1.587 -9.973 0.302  -0.10
O -1.761 -9.695 -1.084  -0.01
C -3.995 -9.690 0.880  -0.05
C -2.399 -7.749 1.236  -0.03
C 0.357 -11.267 -0.211  -0.07
H 0.921 -8.478 -0.205  0.08
H 1.939 -9.165 0.951  0.08
H 0.589 -8.277 1.461  0.06
H -0.603 -11.870 2.174  0.12
H 0.900 -10.973 2.509  0.12
H -0.418 -9.133 3.510  0.11
H -0.972 -10.747 4.045  0.10
H -2.630 -9.026 3.283  0.10
H -2.882 -10.788 3.028  0.11
H -4.278 -9.186 -0.045  0.07
H -4.248 -10.747 0.797  0.08
H -4.707 -9.262 1.585  0.07
H -1.402 -7.519 1.610  0.07
H -2.649 -7.338 0.258  0.08
H -3.099 -7.186 1.853  0.08
H 1.214 -11.870 0.088  0.09
H 0.519 -10.769 -1.167  0.08
H -0.455 -11.965 -0.414  0.09
H -2.434 -10.356 -1.263  0.10
C -3.251 -2.660 4.654  -0.01
C -2.439 -2.674 6.051  -0.44
C -3.114 -1.504 6.894  -0.14
C -4.543 -1.931 7.368  -0.13
C -4.342 -3.260 8.272  -0.11
C -3.724 -4.438 7.469  -0.52
N -2.512 -3.905 6.814  -0.14
O -1.887 -4.892 6.144  -0.01
C -3.331 -5.535 8.507  -0.03
C -4.810 -5.032 6.631  -0.05
C -0.930 -2.266 5.895  -0.04
H -2.768 -3.416 4.035  0.07
H -3.261 -1.677 4.182  0.07
H -4.319 -2.843 4.770  0.05
H -2.461 -1.268 7.734  0.11
H -3.181 -0.565 6.345  0.11
H -5.327 -2.067 6.623  0.09
H -4.901 -1.105 7.984  0.09
H -5.249 -3.678 8.710  0.11
H -3.743 -3.030 9.153  0.11
H -2.594 -5.066 9.158  0.08
H -4.179 -5.928 9.068  0.09
H -2.792 -6.329 7.990  0.07
H -4.561 -5.951 6.100  0.09
H -5.619 -5.416 7.253  0.09
H -5.187 -4.331 5.887  0.07
H -0.743 -1.301 5.424  0.08
H -0.259 -2.932 5.353  0.07
H -0.462 -2.348 6.876  0.08
H -1.215 -5.262 6.722  0.11
C -3.914 8.114 5.733  -0.04
C -3.952 7.893 4.161  -0.43
C -2.658 8.586 3.588  -0.16
C -2.247 8.174 2.218  -0.20
C -2.054 6.643 2.241  -0.13
C -3.297 5.834 2.690  -0.44
N -3.854 6.438 3.984  -0.16
O -4.883 5.730 4.525  -0.01
C -4.427 5.822 1.564  -0.02
C -2.875 4.409 2.968  -0.05
C -5.236 8.548 3.500  -0.03
H -4.928 8.061 6.128  0.07
H -3.570 9.098 6.052  0.08
H -3.375 7.371 6.322  0.08
H -2.985 9.617 3.447  0.11
H -1.820 8.659 4.281  0.12
H -1.500 8.732 1.653  0.11
H -3.063 8.502 1.574  0.10
H -1.120 6.399 2.748  0.11
H -1.839 6.470 1.187  0.11
H -5.065 4.954 1.729  0.07
H -5.057 6.708 1.483  0.06
H -4.076 5.755 0.534  0.07
H -3.686 3.765 3.309  0.08
H -2.590 3.910 2.042  0.08
H -1.909 4.382 3.472  0.08
H -5.257 9.003 2.510  0.07
H -5.549 9.356 4.161  0.07
H -6.046 7.827 3.610  0.07
H -4.478 5.235 5.242  0.11
C -10.130 3.646 -6.237  -0.05
C -9.004 3.749 -5.224  -0.50
C -8.716 2.334 -4.684  -0.13
C -7.397 2.287 -3.863  -0.18
C -6.203 2.899 -4.565  -0.14
C -6.431 4.310 -5.163  -0.43
N -7.753 4.282 -5.848  -0.10
O -8.099 5.540 -6.419  -0.04
C -6.340 5.402 -4.068  -0.06
C -5.255 4.706 -6.213  -0.02
C -9.415 4.689 -4.057  -0.03
H -9.885 3.111 -7.155  0.08
H -10.429 4.607 -6.657  0.08
H -10.972 3.065 -5.860  0.09
H -9.496 2.085 -3.964  0.11
H -8.959 1.577 -5.430  0.11
H -7.144 1.239 -3.706  0.11
H -7.520 2.722 -2.871  0.10
H -5.870 2.106 -5.235  0.12
H -5.552 3.083 -3.710  0.12
H -5.311 5.751 -3.976  0.07
H -6.809 6.362 -4.284  0.08
H -6.780 5.246 -3.083  0.07
H -4.396 5.246 -5.816  0.07
H -4.977 3.929 -6.926  0.07
H -5.646 5.396 -6.961  0.06
H -10.453 4.491 -3.788  0.08
H -9.392 5.738 -4.351  0.08
H -8.750 4.638 -3.195  0.06
H -8.006 5.281 -7.338  0.10
C 6.800 -6.708 3.537  -0.04
C 8.275 -6.619 3.972  -0.42
C 8.587 -7.626 5.245  -0.11
C 10.091 -7.854 5.406  -0.20
C 10.680 -8.506 4.110  -0.10
C 10.429 -7.663 2.770  -0.45
N 9.042 -7.163 2.791  -0.15
O 8.733 -6.440 1.665  -0.03
C 11.481 -6.491 2.751  -0.03
C 10.702 -8.593 1.547  -0.04
C 8.613 -5.153 4.369  -0.04
H 6.280 -6.008 4.190  0.08
H 6.545 -7.766 3.588  0.08
H 6.482 -6.353 2.557  0.07
H 8.366 -7.084 6.164  0.10
H 7.900 -8.473 5.281  0.10
H 10.379 -8.360 6.327  0.11
H 10.525 -6.870 5.587  0.09
H 10.196 -9.474 3.977  0.11
H 11.739 -8.462 4.364  0.11
H 12.509 -6.789 2.547  0.07
H 11.305 -5.670 2.056  0.08
H 11.526 -6.116 3.774  0.06
H 10.105 -9.501 1.463  0.08
H 10.509 -8.134 0.577  0.07
H 11.767 -8.770 1.393  0.08
H 9.565 -5.056 4.891  0.06
H 7.846 -4.788 5.052  0.08
H 8.750 -4.494 3.511  0.08
H 7.907 -6.884 1.462  0.09
C 2.310 1.215 -0.659  -0.03
C 1.902 0.023 -1.586  -0.43
C 2.496 -1.308 -1.011  -0.15
C 1.683 -2.582 -1.130  -0.19
C 0.184 -2.281 -0.886  -0.12
C -0.371 -1.242 -1.982  -0.50
N 0.371 0.022 -1.713  -0.12
O -0.187 1.101 -2.369  -0.02
C -0.353 -1.748 -3.348  -0.05
C -1.824 -1.166 -1.464  -0.05
C 2.511 0.172 -3.027  -0.04
H 1.999 2.104 -1.207  0.07
H 3.345 1.104 -0.334  0.08
H 1.791 1.115 0.294  0.08
H 3.465 -1.404 -1.500  0.11
H 2.839 -1.235 0.021  0.11
H 1.997 -3.278 -0.352  0.10
H 1.880 -3.125 -2.054  0.10
H 0.042 -1.995 0.156  0.11
H -0.381 -3.211 -0.958  0.11
H 0.607 -2.110 -3.717  0.07
H -1.039 -2.595 -3.345  0.09
H -0.754 -1.026 -4.059  0.10
H -2.491 -2.011 -1.632  0.08
H -1.826 -1.148 -0.374  0.07
H -2.305 -0.285 -1.890  0.08
H 2.287 -0.680 -3.669  0.07
H 3.599 0.172 -2.962  0.07
H 2.186 1.090 -3.515  0.07
H -0.553 1.668 -1.686  0.10
C 4.263 3.134 -9.724  -0.04
C 2.863 3.164 -10.315  -0.48
C 2.730 4.573 -11.015  -0.16
C 3.638 4.743 -12.234  -0.17
C 3.141 3.744 -13.345  -0.12
C 3.143 2.272 -12.876  -0.45
N 2.682 2.166 -11.382  -0.13
O 2.671 0.838 -10.902  -0.01
C 2.170 1.347 -13.646  -0.03
C 4.611 1.824 -12.941  -0.05
C 1.642 3.069 -9.336  -0.02
H 4.435 2.231 -9.138  0.08
H 4.511 3.874 -8.963  0.09
H 5.052 3.153 -10.476  0.06
H 1.738 4.963 -11.242  0.12
H 3.116 5.374 -10.384  0.11
H 4.660 4.764 -11.856  0.10
H 3.360 5.709 -12.655  0.10
H 3.545 3.905 -14.345  0.12
H 2.066 3.891 -13.447  0.11
H 2.384 1.316 -14.715  0.08
H 2.186 0.293 -13.373  0.08
H 1.211 1.866 -13.659  0.08
H 5.350 2.327 -12.317  0.07
H 4.793 0.798 -12.622  0.08
H 4.985 1.931 -13.960  0.08
H 0.822 2.825 -10.011  0.08
H 1.329 3.960 -8.792  0.08
H 1.705 2.204 -8.675  0.07
H 3.624 0.791 -10.790  0.07

## Properties
SMILES: CC1(C)CCCC(C)(C)N1O.CC1(C)CCCC(C)(C)N1O.CC1(C)CCCC(C)(C)N1O.CC1(C)CCCC(C)(C)N1O.CC1(C)CCCC(C)(C)N1O.CC1(C)CCCC(C)(C)N1O.CC1(C)CCCC(C)(C)N1O.CC1(C)CCCC(C)(C)N1O.CC1(C)CCCC(C)(C)N1O.CC1(C)CCCC(C)(C)N1O
Multiplicity: 1
LUMO level, hartree: 0.0041


# 2
Entry from the Open Molecules 2025 dataset: C44H59BrO2P2PtSi as an isolated structure (ωB97M-V/def2-TZVPD).

Last column: Löwdin charge in e.
CARTESIAN COORDINATES (ANGSTROEM)
Pt -1.296 -0.579 0.178  0.80
C -0.320 -3.928 -0.499  -0.18
Si 0.202 -2.152 -0.729  0.54
C 0.492 -1.876 -2.539  -0.29
C 0.907 -2.949 -3.328  -0.06
C 1.055 -2.811 -4.701  -0.02
C 0.775 -1.594 -5.307  -0.02
C 0.351 -0.523 -4.538  -0.08
C 0.224 -0.663 -3.156  -0.36
P -0.198 0.797 -2.186  1.30
C -1.500 1.861 -2.922  -0.36
C -1.201 2.635 -4.230  -0.15
C -1.752 2.044 -5.534  -0.19
C -3.145 1.437 -5.382  -0.18
C -3.183 0.436 -4.233  -0.18
C -2.867 1.141 -2.919  -0.18
C 1.381 1.684 -1.845  -0.36
C 1.191 3.165 -1.481  -0.18
C 2.555 3.807 -1.214  -0.18
C 3.479 3.661 -2.418  -0.19
C 3.663 2.188 -2.760  -0.18
C 2.320 1.516 -3.057  -0.18
C 1.726 -1.591 0.261  -0.31
C 2.994 -1.709 -0.312  -0.08
C 4.139 -1.426 0.424  -0.04
C 4.023 -1.016 1.746  -0.04
C 2.767 -0.862 2.315  -0.10
C 1.618 -1.129 1.576  -0.36
P -0.066 -0.927 2.249  1.08
C -0.472 -2.200 3.528  -0.39
C 0.611 -2.396 4.614  -0.17
C 1.693 -3.426 4.291  -0.18
C 1.095 -4.736 3.796  -0.18
C 0.214 -4.467 2.583  -0.21
C -0.944 -3.542 2.959  -0.21
C -0.461 0.695 3.055  -0.39
C -0.311 0.815 4.585  -0.18
C 1.058 1.282 5.065  -0.19
C 1.456 2.575 4.365  -0.18
C 1.473 2.390 2.852  -0.18
C 0.119 1.915 2.314  -0.19
H 0.559 -4.567 -0.388  0.06
H -0.887 -4.256 -1.374  0.05
H -0.951 -4.057 0.375  0.00
H 1.108 -3.910 -2.868  0.11
H 1.371 -3.656 -5.299  0.12
H 0.885 -1.475 -6.377  0.13
H 0.159 0.431 -5.008  0.09
H -1.536 2.608 -2.134  0.08
H -0.133 2.832 -4.337  0.10
H -1.672 3.610 -4.081  0.14
H -1.081 1.291 -5.950  0.09
H -1.778 2.850 -6.268  0.12
H -3.435 0.955 -6.316  0.12
H -3.876 2.229 -5.191  0.13
H -2.468 -0.373 -4.416  0.11
H -4.172 -0.018 -4.163  0.12
H -2.924 0.435 -2.083  0.07
H -3.632 1.901 -2.737  0.14
H 1.829 1.153 -0.994  0.12
H 0.544 3.270 -0.618  0.10
H 0.720 3.699 -2.312  0.12
H 3.022 3.323 -0.352  0.12
H 2.412 4.860 -0.967  0.12
H 4.445 4.120 -2.208  0.12
H 3.053 4.189 -3.277  0.12
H 4.142 1.673 -1.920  0.12
H 4.310 2.072 -3.630  0.12
H 2.479 0.460 -3.279  0.11
H 1.878 1.980 -3.945  0.12
H 3.094 -2.033 -1.342  0.11
H 5.115 -1.533 -0.030  0.12
H 4.909 -0.812 2.334  0.12
H 2.693 -0.522 3.339  0.10
H -1.334 -1.711 3.998  0.11
H 0.072 -2.748 5.499  0.14
H 1.066 -1.444 4.893  0.08
H 2.282 -3.595 5.193  0.12
H 2.380 -3.046 3.532  0.09
H 0.494 -5.198 4.586  0.12
H 1.892 -5.436 3.543  0.12
H -0.187 -5.403 2.190  0.12
H 0.825 -4.008 1.800  0.09
H -1.532 -4.038 3.738  0.13
H -1.615 -3.375 2.116  0.03
H -1.547 0.680 2.872  0.10
H -0.603 -0.110 5.081  0.09
H -1.039 1.573 4.889  0.13
H 1.818 0.514 4.896  0.09
H 1.013 1.441 6.143  0.13
H 2.435 2.905 4.714  0.12
H 0.738 3.359 4.626  0.12
H 2.260 1.685 2.575  0.10
H 1.714 3.340 2.378  0.11
H 0.198 1.701 1.248  0.07
H -0.596 2.738 2.420  0.13
Br -4.251 -2.905 1.012  0.85
C -4.307 -1.055 1.376  -0.65
C -5.096 -0.544 2.390  -0.08
C -5.138 0.836 2.581  -0.01
C -4.410 1.705 1.775  0.02
C -3.613 1.187 0.773  -0.14
C -3.553 -0.194 0.574  -0.25
C -2.741 2.037 -0.102  -0.56
O -3.028 3.155 -0.433  0.17
O -1.588 1.460 -0.434  -0.34
H -5.688 -1.206 3.006  0.12
H -5.759 1.237 3.372  0.13
H -4.460 2.777 1.917  0.14
H -3.146 -0.584 -0.383  0.06

## Properties
Multiplicity: 1
Charge: +2
LUMO level (spin up / spin down), hartree: -0.3095 / -0.3097


# 3
Entry from the Open Molecules 2025 dataset: one molecule with the formula C2H4N4 (ωB97M-V/def2-TZVPD).

Last column: Löwdin charge in e.
CARTESIAN COORDINATES (ANGSTROEM)
N 2.083 0.070 -0.194  0.13
C 0.751 -0.292 -0.219  -0.60
N 0.226 -1.470 -0.114  0.28
N -1.825 -0.709 0.150  0.11
C -1.361 0.483 -0.060  -0.37
N -0.119 0.754 -0.387  0.06
H 2.210 1.058 0.009  0.10
H 2.790 -0.541 0.190  0.10
H -2.770 -0.722 0.574  0.08
H -1.985 1.371 0.051  0.12

## Properties
Multiplicity: 1
LUMO level (spin up / spin down), hartree: -0.0581 / -0.0580


Computed E, in the same sequence as the records: -131764.388, -150412.087, -8095.717 eV.
Computed energy relative to the best compared isomer or geometry (same formula, charge and spin), in the same sequence as the records: 277.5, 0.0, 83.0 kcal per mole.